Below is C61H45F15GeHgI2N4O2S2Sb as an isolated structure, with properties calculated with wB97M-V/def2-TZVPD.

Last column: Löwdin charge in e.
Element x y z (Å)
1 H -6.737561 0.578231 0.610146  0.13
2 C -4.750864 -2.127224 0.408278  0.02
3 H -8.035577 -1.407914 1.121721  0.08
4 C 1.794067 -4.093537 -5.786730  -0.08
5 C 1.930371 1.622013 -1.707888  -0.38
6 C 2.720470 1.536005 -3.990016  -0.11
7 H -4.817141 -3.214278 0.364965  0.13
8 C 4.607661 4.650431 2.643096  -0.15
9 C 7.001204 -0.921945 4.767083  -0.14
10 F 4.983540 6.837216 3.401777  0.13
11 C -2.180334 -0.260332 -6.437115  -0.35
12 N -1.165297 -2.239806 -0.097495  -0.05
13 C -2.766527 2.345567 -1.516144  -0.22
14 F 4.265832 -1.090242 2.463651  0.07
15 F -1.206174 2.248177 7.469676  0.12
16 C -2.283115 3.484167 -2.391789  -0.16
17 H 1.896518 -1.948161 -5.845257  0.10
18 F -0.808343 0.038249 8.981471  0.13
19 I -0.017632 3.647294 0.870563  0.85
20 H -7.190902 -2.916149 1.488599  0.08
21 F 2.817426 3.838984 6.226955  0.10
22 C -0.662908 3.361751 2.873610  -1.21
23 F 8.186332 -1.494005 4.948959  0.13
24 C -3.460688 -0.839520 -8.391885  -0.08
25 C -4.606728 0.619808 0.288102  -0.12
26 C -0.849079 -3.761520 -4.962476  -0.14
27 C -4.157269 0.356691 -8.285947  -0.08
28 C -2.469041 -1.151972 -7.467448  -0.11
29 F 2.991282 -1.036598 6.521930  0.10
30 Ge 2.753875 1.202720 4.175685  0.59
31 C 5.335343 0.640428 5.427425  -0.23
32 I -2.762490 3.355108 3.203684  0.71
33 C 2.277886 2.919352 -2.247353  -0.22
34 H -4.033678 3.759511 -0.581942  0.16
35 C -7.266913 -2.096839 0.769831  -0.05
36 C 2.715759 2.546044 -4.946504  -0.05
37 H 1.376260 -1.987101 1.605911  0.07
38 C 1.273367 -2.812445 -5.643846  -0.11
39 H -0.268383 4.179336 3.460213  -0.05
40 H -1.925442 -2.087744 -7.552932  0.10
41 C 3.660078 3.246567 -2.307518  -0.05
42 H 6.283877 3.839273 -1.820525  0.08
43 C -3.865661 1.250869 -7.259422  -0.08
44 H 6.773260 2.186580 -1.441948  0.08
45 C 2.970352 0.771565 -1.263815  -0.14
46 H 5.106322 0.485420 -1.057648  0.12
47 N 1.708460 -1.107848 -0.231415  -0.07
48 C 6.209426 -1.298998 3.704396  -0.14
49 H 3.924625 4.223322 -2.709231  0.13
50 C 1.731107 2.587977 -5.929175  -0.07
51 C 0.996748 -5.200642 -5.524762  -0.08
52 C 0.728366 1.739196 6.212778  -0.24
53 F 6.638619 -2.241879 2.860085  0.12
54 H 3.483525 1.513239 -3.215818  0.07
55 H 2.824114 -4.225545 -6.096798  0.11
56 H 1.898767 4.869184 -2.901059  0.12
57 H -0.251108 2.405308 3.190280  -0.16
58 H 1.649814 -4.125822 -0.507360  0.11
59 N -3.879603 2.762559 -0.657577  0.10
60 C 0.730031 0.620680 -4.986161  -0.35
61 C -0.048272 -2.652902 -5.236387  -0.36
62 C 3.432610 3.070087 4.063653  -0.12
63 C -5.838539 -0.030407 0.532148  0.01
64 C -0.157279 1.457572 7.228945  -0.14
65 C 3.359279 4.064611 5.022650  -0.22
66 H -0.652326 2.108114 -2.818137  0.06
67 Sb -0.851971 -0.746722 -4.874582  1.26
68 C 1.721359 0.571722 -4.002223  -0.11
69 C 1.780760 -2.288141 0.641307  -0.23
70 C 1.396668 3.928256 -2.711510  -0.06
71 C 4.084020 3.399740 2.885466  -0.24
72 C 1.981384 -0.175886 6.720449  -0.21
73 H -4.412756 2.183802 -7.179176  0.11
74 C 0.039619 0.331260 7.998803  -0.14
75 O -2.311325 0.508445 0.523338  -0.16
76 C 4.486427 5.621649 3.612901  -0.14
77 H -1.284921 2.932175 -4.238722  0.10
78 C 0.728314 1.623996 -5.954389  -0.14
79 H 1.739303 3.374093 -6.675432  0.10
80 F 3.783039 6.273011 5.751388  0.12
81 F 5.237366 4.931136 1.502349  0.12
82 H -0.213284 4.963112 -3.324749  0.12
83 C -3.382997 -0.126018 0.347498  -0.33
84 C -2.882833 0.941744 -6.328446  -0.13
85 H -3.692226 -1.534481 -9.191512  0.11
86 H 2.820388 -2.558072 0.808966  0.10
87 H -7.611273 -2.523327 -0.177776  0.08
88 H 6.472595 2.657930 -3.117786  0.08
89 H 1.407605 -6.196983 -5.633826  0.10
90 F 4.259725 2.472126 1.937267  0.08
91 F 4.951604 1.572644 6.310877  0.10
92 C -2.395831 -2.506951 -0.002316  -0.12
93 O 0.668118 1.286548 -1.687060  -0.27
94 H -1.948995 2.002105 -0.904934  0.03
95 H -5.526216 2.547560 0.443479  0.15
96 H -3.098530 1.494261 -2.109963  0.06
97 C -5.940450 -1.392414 0.596786  -0.26
98 F 7.335828 0.415677 6.664191  0.13
99 S 1.328556 0.696733 2.709830  0.19
100 H -4.936928 0.591478 -9.000329  0.10
101 H 0.726926 -4.124689 0.993345  0.11
102 H -0.039776 1.656125 -6.719548  0.09
103 H 3.483542 3.311449 -4.918706  0.12
104 C -0.257857 -3.225021 -0.691248  -0.23
105 C -4.658530 2.017805 0.053403  -0.04
106 H 3.727963 -0.938857 -0.218089  0.12
107 C 6.133208 2.791127 -2.085872  -0.03
108 C 6.565068 0.054482 5.637780  -0.14
109 H -2.725828 -3.525953 -0.235229  0.13
110 C 4.985028 -0.689846 3.524617  -0.22
111 C 4.508708 0.289351 4.372138  -0.12
112 C 2.788329 -0.488622 -0.548808  -0.09
113 H -0.939951 -5.904445 -4.909235  0.11
114 C 4.330247 1.164394 -1.404526  -0.01
115 H -2.020965 4.329834 -1.747931  0.09
116 S -2.019644 -0.750751 -2.946516  0.10
117 C -1.024742 3.057173 -3.181998  -0.19
118 C 4.683578 2.390339 -1.928647  -0.29
119 H -0.797006 -4.151449 -0.901197  0.11
120 C 1.830154 0.948487 5.927698  -0.13
121 N 0.051226 4.031618 -3.066360  0.02
122 H 1.707425 -0.197550 -3.233136  0.11
123 F 0.453392 2.821138 5.466364  0.06
124 F 1.293163 -1.586693 8.488803  0.12
125 H -3.076313 3.811802 -3.070443  0.11
126 H 0.046160 -2.806191 -1.650573  0.09
127 Hg -0.294630 -0.056718 -0.230524  1.15
128 C -0.323201 -5.037204 -5.116101  -0.08
129 C 0.999993 -3.516869 0.126983  -0.16
130 C 1.112601 -0.491431 7.745868  -0.14
131 C 3.869622 5.329471 4.809337  -0.14
132 H -1.867569 -3.625321 -4.615476  0.09
133 H -2.670938 1.628295 -5.513848  0.08
134 C -3.502221 -1.568916 0.293069  -0.11

Forces on atoms 1 to 6 (eV/Å):
H 0.070 -0.046 0.008
C -0.283 -0.185 0.060
H 0.050 -0.019 -0.004
C -0.027 -0.012 0.011
C -0.769 0.213 1.468
C 0.271 -1.319 -1.581

Multiplicity: 2
Net charge: 0
DFT total energy, eV: -219899.068